A molecular structure, C65H75Ge2N2OSe2TeTi in a non-equilibrium geometry. Source: the OMol25 dataset; level of theory: ωB97M-V with the def2-TZVPD basis set.

Positions of all 149 atoms, in Å:
Ti  0.997  0.985  0.690
C  -2.775  3.766  4.065
C  -1.922  2.532  3.842
Ge  -0.606  2.553  2.230
C  1.150  3.174  3.112
C  1.069  4.472  3.896
C  -1.197  4.239  1.377
C  -0.706  4.694  0.211
Ge  0.418  3.259  -0.696
C  -1.057  2.336  -1.781
C  -2.347  3.039  -2.169
C  1.760  3.966  -2.139
C  1.305  4.559  -3.461
C  -1.190  5.947  -0.347
C  -1.320  6.118  -1.727
C  -1.991  7.196  -2.260
C  -2.534  8.166  -1.428
C  -2.333  8.065  -0.058
C  -1.660  6.984  0.475
H  -3.414  3.638  4.943
H  -3.426  3.926  3.207
H  -2.161  4.652  4.212
H  -2.597  1.693  3.688
H  -1.346  2.302  4.740
H  1.933  3.244  2.341
H  1.455  2.373  3.793
H  0.810  5.300  3.234
H  2.018  4.706  4.387
H  0.304  4.385  4.665
H  -2.023  4.774  1.830
H  -1.327  1.487  -1.145
H  -0.577  1.916  -2.670
H  -2.775  3.543  -1.304
H  -3.068  2.302  -2.532
H  -2.197  3.772  -2.958
H  2.355  3.070  -2.347
H  2.427  4.676  -1.641
H  0.543  3.937  -3.929
H  2.149  4.638  -4.152
H  0.907  5.560  -3.317
H  -0.921  5.352  -2.366
H  -2.121  7.276  -3.331
H  -3.108  8.987  -1.838
H  -2.728  8.832  0.599
H  -1.508  6.922  1.545
C  -2.301  -5.189  6.289
C  -1.563  -4.020  5.698
C  -0.224  -3.784  5.977
C  0.415  -2.636  5.541
C  1.858  -2.393  5.844
C  -0.312  -1.681  4.813
Se  0.428  0.037  4.513
C  -1.621  -1.975  4.410
C  -2.390  -1.036  3.540
C  -2.229  -3.130  4.868
H  -1.687  -5.695  7.033
H  -2.581  -5.907  5.516
H  -3.217  -4.842  6.771
H  0.326  -4.504  6.573
H  2.332  -3.267  6.289
H  1.963  -1.541  6.517
H  2.386  -2.129  4.925
H  -1.735  -0.599  2.786
H  -2.789  -0.223  4.148
H  -3.216  -1.546  3.046
H  -3.256  -3.333  4.590
C  -5.508  -0.911  -7.625
C  -4.571  -1.114  -6.465
C  -3.201  -1.206  -6.638
C  -2.338  -1.329  -5.557
C  -0.866  -1.398  -5.827
C  -2.821  -1.360  -4.244
Te  -1.444  -0.981  -2.496
N  -0.059  -0.355  -0.459
C  -0.074  -1.034  0.621
O  0.554  -0.504  1.662
C  -0.681  -2.362  0.900
C  0.054  -3.253  1.682
C  -0.478  -4.472  2.049
C  -1.761  -4.818  1.654
C  -2.510  -3.925  0.905
C  -1.980  -2.701  0.536
C  -0.232  -2.681  -2.902
C  -0.769  -3.964  -2.966
C  -2.225  -4.235  -2.754
C  0.064  -5.039  -3.256
C  1.419  -4.868  -3.475
C  2.308  -6.041  -3.791
C  1.940  -3.582  -3.401
C  1.135  -2.487  -3.122
C  1.727  -1.114  -3.091
C  -4.210  -1.331  -4.080
C  -4.858  -1.467  -2.730
C  -5.061  -1.212  -5.172
H  -4.954  -0.765  -8.552
H  -6.134  -0.033  -7.458
H  -6.167  -1.772  -7.747
H  -2.793  -1.155  -7.642
H  -0.664  -1.345  -6.896
H  -0.449  -2.322  -5.431
H  -0.363  -0.568  -5.330
H  1.037  -2.956  2.021
H  0.105  -5.146  2.660
H  -2.187  -5.763  1.964
H  -3.527  -4.175  0.628
H  -2.591  -1.990  -0.004
H  -2.667  -3.442  -2.154
H  -2.362  -5.193  -2.256
H  -2.746  -4.259  -3.713
H  -0.361  -6.035  -3.311
H  1.726  -6.961  -3.831
H  3.081  -6.152  -3.030
H  2.803  -5.901  -4.754
H  2.999  -3.436  -3.575
H  2.797  -1.149  -3.282
H  1.559  -0.641  -2.117
H  1.250  -0.484  -3.845
H  -4.166  -1.190  -1.938
H  -5.160  -2.504  -2.582
H  -5.747  -0.842  -2.660
H  -6.132  -1.179  -5.009
C  4.980  -2.407  -1.542
C  3.826  -2.567  -0.769
C  3.181  -1.467  -0.261
C  3.653  -0.158  -0.494
C  2.928  0.981  -0.015
C  3.613  2.192  -0.089
C  4.857  2.339  -0.707
C  5.470  1.262  -1.300
C  4.888  -0.015  -1.193
C  5.508  -1.157  -1.740
H  5.452  -3.280  -1.977
H  3.446  -3.561  -0.570
H  2.290  -1.592  0.344
H  3.168  3.094  0.343
H  5.325  3.317  -0.736
H  6.416  1.371  -1.815
H  6.423  -1.028  -2.309
Se  2.979  -0.114  2.927
C  4.367  0.507  4.062
C  5.666  -0.001  3.932
C  6.677  0.516  4.711
N  6.509  1.482  5.611
C  5.271  1.947  5.752
C  4.185  1.505  5.027
H  5.861  -0.782  3.211
H  7.694  0.144  4.618
H  5.160  2.732  6.494
H  3.202  1.919  5.197

Properties
- Total charge: -2
- DFT total energy: -347782.8618 eV
- Multiplicity: 2

---

A molecular structure, C2HBr2IO in a non-equilibrium geometry. Source: the OMol25 dataset; level of theory: ωB97M-V with the def2-TZVPD basis set.

Positions of all 7 atoms, in Å:
C  0.137  -1.060  0.051
C  -0.059  0.583  -0.039
O  -0.172  -1.779  -0.826
Br  0.599  1.129  -1.786
Br  -1.994  0.836  0.032
I  0.920  1.632  1.542
H  0.569  -1.342  1.027

Properties
- Total charge: 0
- DFT total energy: -152322.0734 eV

---

C4H9NO3 in the gas phase in a non-equilibrium geometry. Source: the OMol25 dataset; level of theory: ωB97M-V with the def2-TZVPD basis set.

Positions of all 17 atoms, in Å:
C  -0.942  -0.740  -0.259
C  -0.342  0.307  -1.156
C  1.052  0.779  -0.708
N  -0.243  -1.765  0.159
C  1.222  0.672  0.827
O  -2.273  -0.850  -0.199
O  -0.389  0.864  1.269
O  1.660  -0.474  1.251
H  -2.686  -0.014  -0.453
H  -0.401  0.512  2.168
H  -0.773  -2.463  0.669
H  0.765  -1.427  0.653
H  -0.327  -0.095  -2.173
H  -1.019  1.162  -1.137
H  1.673  1.565  1.283
H  1.827  0.157  -1.156
H  1.196  1.808  -1.039

Properties
- Total charge: 0
- DFT total energy: -11925.2757 eV

---

A gas-phase ion, C5H10NO (charge +1) in a non-equilibrium geometry. Source: the OMol25 dataset; level of theory: ωB97M-V with the def2-TZVPD basis set.

Positions of all 17 atoms, in Å:
C  3.964  0.013  0.460
C  2.801  -0.418  -0.057
C  1.627  0.375  0.174
C  -0.884  1.080  -0.533
C  -2.456  -0.373  0.832
N  -1.897  0.030  -0.477
O  0.410  0.249  -0.250
H  4.967  -0.318  0.174
H  3.878  0.688  1.298
H  2.686  -1.219  -0.893
H  1.788  1.003  0.993
H  -1.003  1.700  0.280
H  -2.842  0.483  1.378
H  -3.208  -1.012  0.774
H  -1.689  -0.742  1.509
H  -2.657  0.506  -0.877
H  -1.700  -0.688  -1.060

Properties
- Total charge: +1
- DFT total energy: -8872.6187 eV

---

2 unconnected molecules or ions with the total composition CH3NOS in a non-equilibrium geometry. Source: the OMol25 dataset; level of theory: ωB97M-V with the def2-TZVPD basis set.

Positions of all 7 atoms, in Å:
C  1.260  0.822  -0.427
N  1.064  -0.102  0.288
O  0.915  -1.305  0.543
H  1.260  1.877  0.051
S  -1.737  -1.019  0.137
H  -1.413  0.359  0.403
H  -1.350  -0.632  -0.996

Properties
- Total charge: 0
- DFT total energy: -15453.6946 eV
- SMILES: C#[N+][O-].S

---

A molecular structure, C21H46NO2P3Ru in a non-equilibrium geometry. Source: the OMol25 dataset; level of theory: ωB97M-V with the def2-TZVPD basis set.

Positions of all 74 atoms, in Å:
Ru  0.167  -0.478  -0.700
P  0.518  -2.481  -1.215
P  2.313  0.340  0.515
P  -1.857  0.326  -0.467
H  0.964  3.035  -0.013
C  0.301  3.840  0.351
C  0.138  3.923  1.673
H  0.857  3.426  2.302
C  1.715  -2.497  -2.629
C  1.195  -3.315  0.286
C  -1.104  -3.111  -1.709
C  3.168  1.871  1.137
C  2.630  -0.543  2.104
C  3.742  -0.195  -0.517
C  -2.750  1.842  -0.018
C  -2.777  -0.846  0.565
C  -2.574  0.144  -2.118
H  -0.397  4.327  -0.374
H  -0.763  4.391  2.076
H  1.206  -1.985  -3.508
H  1.999  -3.557  -2.892
H  2.602  -1.876  -2.286
H  1.132  -4.428  0.191
H  0.580  -2.924  1.136
H  2.244  -2.963  0.415
H  -1.060  -4.220  -1.806
H  -1.304  -2.589  -2.671
H  -1.830  -2.770  -0.926
H  4.246  1.785  0.942
H  3.071  2.009  2.224
H  2.825  2.786  0.655
H  3.636  -0.960  2.119
H  1.896  -1.320  2.286
H  2.535  0.167  2.926
H  4.662  0.297  -0.191
H  3.564  0.102  -1.551
H  3.912  -1.270  -0.473
H  -3.710  1.769  -0.564
H  -2.241  2.754  -0.348
H  -2.967  1.912  1.061
H  -3.606  -1.225  -0.062
H  -3.176  -0.303  1.441
H  -2.144  -1.668  0.933
H  -3.615  0.471  -2.010
H  -2.538  -0.900  -2.441
H  -2.050  0.791  -2.838
C  0.500  1.305  -3.718
C  1.120  0.887  -4.901
C  0.550  1.219  -6.109
C  -0.551  2.090  -6.153
C  -0.922  2.768  -5.012
C  -0.382  2.416  -3.769
O  0.876  0.682  -2.650
H  -0.095  0.797  -1.408
H  1.967  0.225  -4.733
H  1.004  0.764  -7.012
H  -1.038  2.231  -7.125
H  -1.662  3.531  -5.108
H  -0.648  2.932  -2.824
C  -1.506  -1.139  5.839
N  -0.993  -1.507  4.522
C  -0.653  -2.914  4.314
C  -0.823  -0.594  3.535
C  -1.210  0.824  3.825
O  -0.354  -0.963  2.412
H  -1.429  -1.998  6.509
H  -2.556  -0.826  5.790
H  -0.924  -0.313  6.260
H  -0.128  -3.045  3.368
H  -0.018  -3.250  5.136
H  -1.560  -3.529  4.304
H  -0.986  1.447  2.966
H  -2.281  0.882  4.043
H  -0.652  1.195  4.691

Properties
- Total charge: +4
- DFT total energy: -58507.6541 eV
- Multiplicity: 5

---

A molecular structure, C14H18BF24Mg2N4O19S8 in a non-equilibrium geometry. Source: the OMol25 dataset; level of theory: ωB97M-V with the def2-TZVPD basis set.

Positions of all 90 atoms, in Å:
Mg  -0.587  1.321  -1.689
Mg  0.564  -1.045  1.867
C  -1.800  3.533  -4.600
F  -2.435  4.417  -3.840
F  -2.119  3.840  -5.845
F  -0.486  3.678  -4.418
S  -2.298  1.737  -4.183
O  -3.573  1.545  -4.838
O  -1.224  0.948  -4.724
N  -2.218  1.742  -2.433
S  -3.773  1.970  -1.917
O  -3.653  2.145  -0.495
O  -4.588  2.915  -2.627
C  -4.683  0.275  -2.117
F  -5.326  -0.020  -0.995
F  -5.590  0.459  -3.083
F  -3.865  -0.682  -2.499
C  3.307  -1.196  4.976
F  3.626  0.016  4.560
F  3.949  -2.085  4.261
F  3.544  -1.352  6.248
S  1.364  -1.450  4.769
O  1.209  -2.696  4.043
O  0.748  -1.320  6.056
N  0.835  -0.262  3.600
S  0.472  1.022  4.485
O  -0.719  0.907  5.290
O  1.601  1.548  5.233
C  -0.010  2.458  3.257
F  0.901  2.595  2.271
F  -1.187  2.203  2.717
F  -0.037  3.608  3.902
C  -0.941  -5.041  1.940
F  -2.054  -5.750  1.913
F  -0.643  -4.715  3.169
F  0.014  -5.733  1.365
S  -1.308  -3.488  0.834
O  -0.272  -3.398  -0.174
O  -2.661  -3.586  0.310
N  -1.038  -2.148  1.880
S  -2.446  -1.933  2.608
O  -3.031  -3.145  3.069
O  -2.243  -0.916  3.620
C  -3.615  -1.105  1.327
F  -3.050  -0.953  0.137
F  -4.668  -1.893  1.215
F  -4.063  0.035  1.846
C  4.053  0.310  1.177
F  3.146  1.118  1.682
F  4.983  0.902  0.442
F  4.635  -0.343  2.157
S  3.217  -0.961  0.078
O  2.372  -0.219  -0.824
O  4.318  -1.657  -0.580
N  2.148  -1.854  1.124
S  2.857  -3.309  1.065
O  4.236  -3.278  1.534
O  2.091  -4.226  1.873
C  2.814  -4.133  -0.667
F  2.052  -5.206  -0.621
F  2.350  -3.260  -1.564
F  4.023  -4.587  -0.994
B  -0.140  0.592  0.258
H  -1.154  1.064  0.102
H  0.570  1.266  -0.274
H  0.146  0.637  1.342
H  -0.090  -0.475  -0.103
C  -1.053  4.247  -0.071
O  -0.386  3.384  -0.948
C  0.996  3.834  -1.007
C  1.750  2.938  -2.017
O  0.956  1.913  -2.610
C  1.610  1.108  -3.598
C  1.071  -0.337  -3.673
O  0.002  -0.472  -2.739
C  -0.721  -1.652  -2.943
H  -1.310  5.225  -0.495
H  -0.550  4.513  0.867
H  -2.002  3.921  0.361
H  1.346  3.860  0.022
H  1.000  4.836  -1.444
H  2.577  2.505  -1.448
H  2.185  3.544  -2.812
H  2.682  1.023  -3.409
H  1.539  1.693  -4.517
H  1.856  -1.043  -3.404
H  0.674  -0.482  -4.679
H  -1.512  -1.828  -2.212
H  -0.023  -2.487  -2.814
H  -1.245  -1.625  -3.906

Properties
- Total charge: -1
- DFT total energy: -223139.4670 eV

---

A gas-phase ion, C7H9N2O (charge +1) in a non-equilibrium geometry. Source: the OMol25 dataset; level of theory: ωB97M-V with the def2-TZVPD basis set.

Positions of all 19 atoms, in Å:
C  1.332  1.972  -0.006
N  0.565  0.787  -0.068
C  -0.702  0.734  0.023
O  -1.671  1.539  0.168
C  -2.899  0.810  -0.024
N  -2.833  -0.443  -0.163
C  -1.529  -0.861  -0.104
C  -0.685  -1.918  0.023
C  0.785  -1.744  0.240
C  1.335  -0.438  -0.242
H  0.950  2.862  -0.470
H  2.184  1.613  -0.569
H  1.773  2.214  0.958
H  -3.825  1.278  0.216
H  -1.083  -2.991  0.114
H  1.037  -1.933  1.317
H  1.254  -2.543  -0.298
H  2.298  -0.428  0.225
H  1.713  -0.507  -1.340

Properties
- Total charge: +1
- DFT total energy: -12423.1733 eV
- SMILES: C[N+]1=c2ocnc2=CCC1